[1]
86
Properties=species:S:1:pos:R:3:forces:R:3 method="wB97M-V/def2-TZVPD" e_tot_ev=-44292.296 homo_energy_ha=-0.4162 lumo_energy_ev=-5.04 charge=+1 homo_lumo_gap_ha=0.23084 multiplicity=1
Pt 0.61654 -1.64187 0.25503 0.0 -0.1 0.0
C -3.54666 4.77984 2.22846 0.0 0.0 0.0
C -2.40705 4.32038 3.15045 0.0 0.0 0.0
C -2.91354 4.33226 4.59463 0.0 0.0 0.0
C -1.23037 5.30099 3.04178 0.0 0.0 0.0
C -1.94333 2.93512 2.69950 0.0 0.0 0.0
C -1.41037 2.75166 1.48179 0.0 0.0 0.0
C -0.93762 1.45614 1.04271 0.0 0.0 -0.1
N -0.60140 1.35070 -0.18719 0.0 0.1 0.0
C 0.16537 0.56058 -0.95005 0.0 0.0 0.0
C -0.12691 0.43026 -2.32837 0.0 0.0 0.0
C 0.84955 0.08211 -3.21658 0.0 0.0 0.0
C 2.17299 -0.15851 -2.73358 0.0 0.0 0.0
C 2.54858 -0.12909 -1.42418 0.0 0.0 0.0
C 1.50433 0.17248 -0.44343 0.1 0.0 -0.1
O 1.64558 0.15532 0.83744 0.0 0.0 0.0
C 4.00555 -0.43855 -1.05813 0.0 0.0 0.0
C 4.90846 0.57353 -1.78310 0.0 0.0 0.0
C 4.33410 -1.86013 -1.54290 0.0 0.0 0.0
C 4.33094 -0.36780 0.43669 0.0 0.0 0.0
C 0.53326 0.03702 -4.71144 0.0 0.0 0.0
C 1.69864 -0.50512 -5.54165 0.0 0.0 0.0
C -0.68801 -0.85947 -4.95808 0.0 0.0 0.0
C 0.22159 1.46797 -5.17719 0.0 0.0 0.0
C -1.04628 0.29798 2.00519 0.0 0.0 0.0
O -0.63976 -0.83367 1.71073 -0.1 0.0 0.0
C -1.72311 0.50781 3.27926 0.0 0.0 0.0
C -2.10272 1.77107 3.56828 0.0 0.0 0.0
C -1.93121 -0.66573 4.23753 0.0 0.0 0.0
C -0.57539 -1.25421 4.66215 0.0 0.0 0.0
C -2.65624 -0.21199 5.50632 0.0 0.0 0.0
C -2.79825 -1.74415 3.56705 0.0 0.0 0.0
H -3.89583 5.76558 2.53896 0.0 0.0 0.0
H -3.21909 4.84974 1.19075 0.0 0.0 0.0
H -4.39171 4.09047 2.27356 0.0 0.0 0.0
H -3.19645 5.35041 4.86143 0.0 0.0 0.0
H -3.79809 3.70619 4.72726 0.0 0.0 0.0
H -2.14540 4.01096 5.30124 0.0 0.0 0.0
H -1.55112 6.29428 3.35826 0.0 0.0 0.0
H -0.40103 4.99184 3.68015 0.0 0.0 0.0
H -0.86186 5.37937 2.01895 0.0 0.0 0.0
H -1.29534 3.55594 0.76841 0.0 0.0 0.0
H -1.11920 0.71060 -2.65434 0.0 0.0 0.0
H 2.93113 -0.40499 -3.46137 0.0 0.0 0.0
H 4.79110 0.53167 -2.86604 0.0 0.0 0.0
H 4.69444 1.59215 -1.45540 0.0 0.0 0.0
H 5.95180 0.35574 -1.55135 0.0 0.0 0.0
H 4.20582 -1.97023 -2.62061 0.0 0.0 0.0
H 5.37293 -2.09320 -1.30495 0.0 0.0 0.0
H 3.69828 -2.59442 -1.04349 0.0 0.0 0.0
H 4.12539 0.61392 0.85941 0.0 0.0 0.0
H 3.78042 -1.10822 1.01497 0.0 0.0 0.0
H 5.39613 -0.57248 0.55561 0.0 0.0 0.0
H 1.99104 -1.51004 -5.22781 0.0 0.0 0.0
H 1.39360 -0.56260 -6.58658 0.0 0.0 0.0
H 2.57408 0.14459 -5.49598 0.0 0.0 0.0
H -0.48766 -1.88957 -4.65766 0.0 0.0 0.0
H -1.57108 -0.51227 -4.42088 0.0 0.0 0.0
H -0.92925 -0.86045 -6.02182 0.0 0.0 0.0
H 1.06544 2.13397 -4.98914 0.0 0.0 0.0
H 0.01933 1.46907 -6.24925 0.0 0.0 0.0
H -0.65324 1.87383 -4.66793 0.0 0.0 0.0
H -2.57127 1.94672 4.52332 0.0 0.0 0.0
H 0.04601 -0.49172 5.13558 0.0 0.0 0.0
H -0.74254 -2.04923 5.39031 0.0 0.0 0.0
H -0.02466 -1.67780 3.82553 0.0 0.0 0.0
H -2.07836 0.52387 6.06910 0.0 0.0 0.0
H -3.64211 0.20414 5.28868 0.0 0.0 0.0
H -2.80116 -1.07622 6.15420 0.0 0.0 0.0
H -2.32039 -2.17384 2.68947 0.0 0.0 0.0
H -2.97933 -2.55150 4.27802 0.0 0.0 0.0
H -3.76687 -1.33457 3.27331 0.0 0.0 0.0
C -0.21916 -5.37652 -1.22172 0.0 0.0 0.0
C -0.01556 -3.90861 -1.60291 0.0 0.0 0.0
C -1.33039 -3.25209 -2.02603 0.0 0.0 0.0
C 1.04957 -3.77472 -2.70336 0.0 0.0 0.0
N 0.54214 -3.21546 -0.47412 0.0 0.0 0.0
H -0.60060 -5.92869 -2.08094 0.0 0.0 0.0
H -0.93850 -5.46650 -0.40759 0.0 0.0 0.0
H 0.72167 -5.82545 -0.90579 0.0 0.0 0.0
H -1.73792 -3.77340 -2.89327 0.0 0.0 0.0
H -1.17069 -2.20560 -2.28852 0.0 0.0 0.0
H -2.06059 -3.30711 -1.21781 0.0 0.0 0.0
H 0.68252 -4.26969 -3.60314 0.0 0.0 0.0
H 1.98356 -4.24658 -2.39946 0.0 0.0 0.0
H 1.24280 -2.72415 -2.92633 0.0 0.0 0.0

***

[2]
33
Properties=species:S:1:pos:R:3:forces:R:3 method="wB97M-V/def2-TZVPD" e_tot_ev=-26548.650 homo_energy_ha=-0.2838 lumo_energy_ev=0.63 homo_lumo_gap_ha=0.30694 multiplicity=1 de_lowest_kj_mol=234.7
C -0.71980 -3.21219 2.45077 0.7 -2.1 0.8
C 0.76671 -2.79659 2.79680 -1.7 -1.8 1.2
C 1.38843 -1.93422 1.79021 -1.0 5.6 1.6
N 0.47335 -0.93060 1.18439 -1.5 0.5 0.1
C -0.16761 0.05523 2.13630 1.2 -1.6 -1.7
C -1.43898 0.67839 1.56384 0.9 0.1 -0.5
C -1.27194 1.18295 0.09909 0.0 -1.4 -0.7
C -0.37155 0.52384 -0.77386 -3.4 2.0 3.7
C -0.11405 1.03321 -2.10155 1.7 -0.6 -1.5
C 0.81495 0.48219 -2.96466 0.9 1.0 -0.1
S 1.37256 1.73738 -4.09011 -1.3 -1.1 0.2
C 0.05300 2.76065 -3.59678 -1.4 -2.4 2.9
C -0.27889 4.02637 -4.32411 2.1 0.4 0.5
N -0.56099 2.23830 -2.50389 -0.2 2.8 -2.3
C 0.51522 -0.58344 -0.26541 0.9 0.6 1.6
H -1.25913 -3.43822 3.40498 0.5 -0.2 -0.7
H -0.69540 -4.17838 1.82056 -0.2 1.5 0.9
H -1.34589 -2.49510 1.96046 0.2 0.6 -0.5
H 0.81730 -2.37194 3.81512 -0.1 -0.2 -0.4
H 1.35615 -3.74949 2.77887 -0.4 0.8 0.5
H 2.24327 -1.35496 2.22049 -0.2 -0.5 0.1
H 1.81022 -2.52794 1.13156 1.7 -2.6 -4.0
H -0.40766 -0.48691 3.05775 0.1 0.1 -0.1
H 0.54414 0.86603 2.37723 -0.1 -0.2 0.0
H -1.47691 1.51214 2.22678 -0.7 1.3 0.2
H -2.35469 0.10536 1.81763 0.5 0.0 -0.8
H -2.03258 2.03257 -0.14598 1.9 -1.6 -0.2
H 1.34927 -0.46731 -2.89743 -0.2 0.5 0.0
H 0.80890 4.39389 -4.42391 -1.9 0.7 -0.1
H -1.00163 4.71774 -3.83678 0.9 -0.6 0.1
H -0.62869 3.85848 -5.33094 -0.1 -0.4 -0.3
H 1.51322 -0.21634 -0.54440 0.3 -0.4 0.0
H 0.29968 -1.46109 -0.83301 0.0 -0.9 -0.5

***

[3]
82
Properties=species:S:1:pos:R:3:forces:R:3 method="wB97M-V/def2-TZVPD" e_tot_ev=-82208.586 homo_energy_ha=-0.3976 lumo_energy_ev=-3.02 charge=+1 homo_lumo_gap_ha=0.28647 multiplicity=1 de_lowest_kj_mol=44.0
Zr 0.05811 0.24365 0.47397 -0.5 0.0 0.6
C -0.46375 2.49857 -1.66674 0.0 0.0 0.0
N -0.03345 2.53657 -0.23989 0.2 0.1 0.0
C 1.21520 3.32052 -0.13829 0.0 0.0 0.0
C -1.07914 3.18276 0.59044 0.1 0.0 -0.1
C -2.29405 2.30213 0.64084 0.0 0.0 0.1
C -3.54151 2.82086 0.95085 0.0 -0.1 -0.1
C -4.63013 1.96101 1.04752 0.0 0.0 0.0
C -4.46076 0.60099 0.83003 0.0 0.0 0.0
C -3.20024 0.09332 0.52611 0.0 0.0 0.0
C -2.08416 0.93053 0.43398 -0.1 0.1 -0.2
H 0.10193 3.22925 -2.24523 -0.1 0.1 0.0
H -1.52620 2.71241 -1.74947 0.0 -0.1 0.0
H -0.27750 1.52461 -2.12086 0.0 0.0 0.0
H 1.05039 4.33334 -0.51945 0.0 0.0 0.0
H 1.99956 2.83935 -0.72006 0.0 0.0 0.0
H 1.53593 3.36697 0.89864 0.0 0.0 0.0
H -1.30482 4.18375 0.20373 0.0 0.0 0.0
H -0.64656 3.30813 1.58741 0.0 0.0 0.0
H -3.67505 3.88556 1.10789 0.0 0.0 0.0
H -5.60895 2.35712 1.28491 0.0 0.0 0.0
H -5.30996 -0.06716 0.89674 0.0 0.0 0.0
H -3.10192 -0.97682 0.37375 0.0 0.0 0.0
C -1.19142 -1.32692 -6.38647 0.0 0.0 0.0
C -1.38249 -1.88991 -4.97197 0.0 0.0 0.0
C -1.76428 -3.37433 -5.05402 0.0 0.0 0.0
C -2.52682 -1.13313 -4.29722 0.0 0.0 0.0
C -0.07380 -1.75193 -4.19866 0.1 0.0 -0.1
C 1.08139 -2.41196 -4.67298 -0.1 0.0 0.0
C 2.28534 -2.38371 -4.00469 0.0 0.0 0.1
C 2.35705 -1.65165 -2.82031 -0.1 0.0 0.0
S 3.66681 -1.50341 -1.67641 -0.2 0.0 -0.2
C 2.67448 -0.52304 -0.67450 -0.1 0.1 -0.1
N 1.47731 -0.26929 -1.17282 0.2 -0.2 0.0
C 1.24362 -0.94671 -2.36624 0.3 -0.1 0.0
C 0.02333 -1.00994 -3.03750 0.1 0.0 0.0
C 3.05776 -0.02497 0.64499 0.0 0.0 -0.3
C 4.29487 -0.37972 1.18057 0.1 0.3 0.2
C 4.64944 0.13004 2.41614 -0.1 0.0 0.0
C 3.76172 0.96865 3.08979 0.0 0.0 -0.1
C 2.51147 1.26282 2.55423 0.1 0.0 0.0
C 2.10794 0.77620 1.30967 0.2 -0.2 0.2
H -2.11719 -1.43086 -6.95450 0.0 0.0 0.0
H -0.40697 -1.85320 -6.93134 0.0 0.0 0.0
H -0.92902 -0.26799 -6.35368 0.0 0.0 0.0
H -2.70930 -3.48464 -5.58783 0.0 0.0 0.0
H -1.88473 -3.80375 -4.05778 0.0 0.0 0.0
H -1.01224 -3.95816 -5.58515 0.0 0.0 0.0
H -3.44426 -1.27831 -4.86810 0.0 0.0 0.0
H -2.33166 -0.05894 -4.25785 0.0 0.0 0.0
H -2.71483 -1.49249 -3.28299 0.0 0.0 0.0
H 1.02011 -2.98189 -5.59052 0.0 0.0 0.0
H 3.14223 -2.92387 -4.38382 0.0 0.0 0.0
H -0.84617 -0.52348 -2.61636 0.0 0.0 0.0
H 4.97170 -1.03429 0.64385 0.0 0.0 0.0
H 5.60501 -0.11886 2.85729 0.0 0.0 0.0
H 4.04237 1.37492 4.05357 0.0 0.0 0.0
H 1.83211 1.87297 3.13917 0.0 0.0 0.0
N 3.61405 -6.59002 1.58074 0.0 0.0 0.0
C 2.61693 -5.65911 1.49012 0.0 0.0 0.0
C 1.74845 -5.44512 2.57420 0.0 0.0 0.0
C 0.76589 -4.48764 2.50336 0.0 0.0 0.0
C 0.63760 -3.71744 1.34822 0.0 0.0 0.0
C 1.48481 -3.91671 0.26399 0.0 0.0 0.0
C 2.46782 -4.88139 0.33436 0.0 0.0 0.0
S -0.59111 -2.49982 1.28732 -0.1 0.1 -0.2
O -0.50317 -1.90511 -0.08756 -0.2 0.1 0.2
O -1.85601 -3.00905 1.70906 0.0 0.0 0.1
N -0.05351 -1.24949 2.12753 0.1 -0.1 0.1
C -0.73257 -0.45887 3.02398 0.1 0.1 0.0
S -1.75253 -0.86842 4.33192 0.0 -0.1 -0.1
C -2.00842 0.81198 4.61131 0.0 0.1 0.0
C -1.32428 1.55732 3.71622 0.0 -0.1 0.1
N -0.58667 0.82886 2.81138 0.0 -0.1 0.0
H 3.56587 -7.27713 2.31247 0.0 0.0 0.0
H 4.06796 -6.89262 0.73691 0.0 0.0 0.0
H 1.85528 -6.04580 3.46835 0.0 0.0 0.0
H 0.09092 -4.33764 3.33652 0.0 0.0 0.0
H 1.35483 -3.32867 -0.63508 0.0 0.0 0.0
H 3.12719 -5.04789 -0.50833 0.0 0.0 0.0
H -2.64363 1.14648 5.41368 0.0 0.0 0.0
H -1.32273 2.63513 3.67616 0.0 0.0 0.0

***

[4]
14
Properties=species:S:1:pos:R:3:forces:R:3 method="wB97M-V/def2-TZVPD" e_tot_ev=-21672.204 homo_energy_ha="-0.0373 / -0.1786" lumo_energy_ev="3.96 / 1.98" charge=-1 homo_lumo_gap_ha="0.18285 / 0.25146" multiplicity=3 de_lowest_kj_mol=221.9
C 1.41155 -0.99421 0.47102 1.1 0.3 0.3
C 1.81505 -0.30953 -0.83414 0.7 2.0 1.8
C -1.81813 -0.26677 1.76627 -0.9 -1.7 2.5
N 1.49370 -0.11567 1.51714 0.0 -1.0 -1.7
O 1.20958 -2.19817 0.50729 -0.7 -0.7 0.3
O 1.28560 1.12723 3.60420 0.2 1.3 1.4
O -1.10115 0.86139 1.95833 -0.9 2.3 -0.8
S 0.57831 0.13251 2.79893 2.4 -1.3 0.6
H 2.88325 -0.39723 -1.07606 -0.1 -0.4 0.3
H 1.68714 0.76937 -0.48617 -0.1 -1.0 -1.6
H 1.25950 -0.67782 -1.66942 -0.7 0.1 -0.4
H -1.10181 -1.14983 2.07057 -2.0 0.7 -1.3
H -2.27788 -0.31116 0.78616 0.2 -0.4 -0.5
H -2.68673 -0.26354 2.53884 0.8 -0.5 -1.0